18
Properties=species:S:1:pos:R:3:lowdin_charge:R:1 method="wB97M-V/def2-TZVPD" homo_lumo_gap_ev="7.71 / 7.42" de_lowest_kcal_mol=21.0 molar_mass_g_mol=178.579 total_energy_ev=-26830.9281
Cl -3.798 0.711 0.788 0.701
O -2.314 -1.603 0.753 -0.017
O -2.386 -2.768 -1.090 0.054
N -2.728 0.630 -0.623 -0.424
N -0.078 0.404 -1.043 0.025
N -2.312 -1.719 -0.457 -0.407
N -0.605 1.454 -0.731 0.014
C -2.332 -0.487 -1.182 -0.152
C 0.654 0.118 1.296 -0.057
C -1.821 1.735 -0.634 -0.178
C 0.851 -0.316 -0.240 -0.174
H 1.791 0.007 -0.567 0.093
H -2.268 2.655 -0.280 0.112
H -0.286 -0.113 1.555 -0.004
H 1.283 -0.498 1.868 0.048
H 0.683 -1.382 -0.259 0.114
H -2.381 -0.572 -2.267 0.143
H 0.792 1.251 1.529 0.110